74
Properties=species:S:1:pos:R:3:forces:R:3 method="wB97M-V/def2-TZVPD" relative_energy_ev=1.6777 energy_ha=-2198.55291 orbital_gap_ev=9.51 charge=-1 homo_ha=-0.26298 lumo_ha=0.087
N 10.239 11.671 10.003 -0.8 0.7 -0.8
O 11.324 11.752 9.384 -1.6 -0.1 1.0
O 9.446 12.718 10.015 1.5 -2.5 0.3
O 9.851 10.573 10.541 0.4 2.1 -0.8
C 10.823 11.750 13.304 -2.2 0.5 -1.1
O 11.634 12.441 12.709 1.2 -0.4 0.1
N 11.128 10.511 13.904 0.4 1.1 -0.3
N 9.486 12.169 13.294 0.6 -2.4 2.5
H 12.041 10.183 13.609 -0.2 0.1 0.1
H 10.442 9.775 13.932 -0.3 0.2 -0.2
H 9.239 13.109 12.913 0.6 -0.8 0.9
H 8.965 11.686 14.084 0.3 1.4 -1.8
C 15.396 12.333 9.604 0.1 1.7 2.0
O 16.451 11.753 9.692 1.7 -1.0 0.2
N 15.144 13.398 10.513 -1.2 -1.0 -1.9
N 14.516 11.951 8.670 -0.9 0.5 -0.4
H 15.791 13.441 11.282 -0.3 0.1 -0.1
H 14.264 13.931 10.467 0.9 -0.5 0.2
H 13.604 12.375 8.576 0.1 -0.3 -0.1
H 14.867 11.217 8.065 -0.5 0.4 0.2
C 8.130 7.570 9.247 0.7 1.8 1.9
O 7.697 6.518 8.878 -1.0 -0.4 -1.0
N 7.373 8.887 9.216 1.4 -2.0 -0.7
N 9.309 7.654 9.968 -1.8 -1.0 -1.4
H 7.962 9.643 8.877 0.5 -0.1 0.7
H 6.699 8.842 8.469 -0.6 -0.6 -0.1
H 9.585 8.546 10.216 1.0 1.8 0.7
H 9.960 6.882 10.018 -0.3 0.2 -0.1
C 9.791 15.367 11.661 0.9 1.1 -0.7
O 8.997 14.766 12.373 0.5 -0.4 0.7
N 11.106 15.102 11.443 -0.8 -1.4 1.3
N 9.295 16.534 11.049 -1.1 -1.2 -0.5
H 11.535 15.322 10.569 0.1 0.4 -0.3
H 11.405 14.167 11.766 -0.3 0.5 0.1
H 9.647 16.612 10.091 -0.2 0.2 0.4
H 8.286 16.259 11.050 0.9 1.2 -0.4
C 6.064 12.085 11.792 -0.7 -0.3 0.9
O 4.926 12.078 12.293 1.2 -0.4 -0.7
N 6.616 11.043 11.058 -0.6 2.3 0.9
N 6.886 13.195 12.015 0.3 -0.3 -0.5
H 7.522 11.320 10.700 0.1 -1.2 -0.2
H 6.103 10.176 10.922 0.6 0.5 -0.2
H 7.876 13.301 11.711 -1.5 -0.6 0.2
H 6.656 13.689 12.875 0.0 -0.1 -0.7
C 13.006 8.393 11.164 -0.1 0.3 -1.9
O 12.291 7.409 11.254 0.3 -0.4 0.6
N 14.428 8.304 11.348 -0.7 -0.2 -0.2
N 12.488 9.596 10.692 1.4 -0.9 1.4
H 15.074 8.788 10.710 -0.9 0.1 0.4
H 14.670 7.313 11.404 -0.1 0.5 0.1
H 11.458 9.726 10.700 1.0 -0.1 0.1
H 13.039 10.347 11.085 -0.4 0.7 -0.5
C 7.009 14.748 7.569 -0.4 0.0 -0.1
O 7.549 14.984 6.529 1.0 1.0 -2.9
N 5.726 15.250 7.795 2.4 0.9 -0.4
N 7.703 14.081 8.481 -1.0 -0.9 2.9
H 5.076 14.716 8.254 -1.7 -1.5 1.4
H 5.436 15.616 6.919 -0.5 0.3 -0.5
H 8.454 13.446 8.268 0.0 0.3 -0.4
H 7.239 13.845 9.348 0.1 0.0 0.1
C 12.140 15.180 8.279 0.6 1.1 -2.4
O 12.796 14.854 9.261 -0.2 0.2 -0.3
N 12.733 16.154 7.353 -1.8 -2.3 1.8
N 10.927 14.598 7.961 1.8 2.1 -0.6
H 13.368 16.760 7.835 0.2 0.2 -0.4
H 12.316 16.351 6.454 0.1 0.2 0.4
H 10.222 15.094 7.406 0.4 -0.6 0.4
H 10.740 13.864 8.599 -1.0 -0.9 0.6
C 7.865 10.486 6.202 0.3 -0.1 -0.8
O 9.062 11.118 5.755 -1.0 0.2 -0.8
H 7.069 10.809 5.525 0.1 0.2 0.2
H 7.870 9.385 6.128 0.3 0.3 0.2
H 7.631 10.815 7.201 -0.3 0.0 0.5
H 9.827 10.829 6.225 0.6 -0.5 0.7